Computed, not measured: a structure of composition C41H34N5O2P2RuS3 at a distorted geometry, with ωB97M-V with the def2-TZVPD basis set.

XYZ file:
```
88
Properties=species:S:1:pos:R:3:lowdin_charge:R:1
Ru -0.4013 -0.6341 -1.2963 1.168
S -0.7914 2.8176 -1.4650 0.325
P -0.5834 2.1075 0.3567 0.417
C -0.7504 0.3452 0.4631 -0.587
P -2.0532 -0.6236 1.1478 0.465
S -2.7536 -1.7040 -0.3725 0.332
C -3.3969 0.2656 1.9700 -0.340
C -4.3612 0.8526 1.1543 -0.098
C -5.4159 1.5405 1.7271 -0.072
C -5.5052 1.6435 3.1086 -0.077
C -4.5463 1.0552 3.9190 -0.077
C -3.4866 0.3634 3.3533 -0.076
C -1.3589 -1.7562 2.3895 -0.359
C -1.9702 -2.9931 2.5750 -0.095
C -1.3853 -3.9302 3.4102 -0.069
C -0.1977 -3.6330 4.0655 -0.079
C 0.3948 -2.3897 3.9069 -0.075
C -0.1848 -1.4505 3.0665 -0.093
C -1.5137 3.1462 1.5264 -0.347
C -1.1725 3.1563 2.8764 -0.084
C -1.8213 4.0224 3.7407 -0.081
C -2.8063 4.8735 3.2619 -0.084
C -3.1523 4.8569 1.9187 -0.076
C -2.5067 3.9917 1.0486 -0.110
C 1.1365 2.4197 0.8809 -0.349
C 1.6481 3.7016 0.6912 -0.099
C 2.9736 3.9653 0.9908 -0.078
C 3.7929 2.9530 1.4771 -0.080
C 3.2854 1.6779 1.6668 -0.077
C 1.9567 1.4119 1.3670 -0.104
H -4.2789 0.7429 0.0785 0.092
H -6.1698 1.9946 1.0969 0.107
H -6.3293 2.1838 3.5571 0.104
H -4.6259 1.1302 4.9961 0.105
H -2.7443 -0.1143 3.9815 0.106
H -2.8892 -3.2135 2.0478 0.089
H -1.8505 -4.8989 3.5387 0.106
H 0.2678 -4.3725 4.7045 0.103
H 1.3124 -2.1509 4.4294 0.105
H 0.2705 -0.4752 2.9367 0.088
H -0.3883 2.4996 3.2371 0.109
H -1.5499 4.0452 4.7888 0.104
H -3.3072 5.5558 3.9375 0.102
H -3.9197 5.5234 1.5459 0.104
H -2.7453 3.9805 -0.0073 0.064
H 1.0034 4.4768 0.2952 0.096
H 3.3752 4.9591 0.8383 0.102
H 4.8306 3.1597 1.7072 0.102
H 3.9218 0.8881 2.0453 0.102
H 1.5528 0.4169 1.4945 0.054
C 2.5653 1.5672 -4.0538 -0.021
C 1.8909 0.6799 -3.0473 -0.302
N 0.5863 0.4707 -3.1028 -0.088
N -0.1430 0.9878 -4.1128 -0.029
C -1.4601 0.8436 -4.1652 -0.858
N -2.1111 1.4541 -5.1830 0.095
S -2.3268 -0.0175 -2.9974 0.588
C 2.5670 0.0617 -1.9734 -0.219
C 3.9788 0.0472 -1.8300 -0.025
C 4.5674 -0.6049 -0.7855 -0.084
C 3.7556 -1.2591 0.1641 -0.093
C 2.3936 -1.2149 -0.0116 -0.187
N 1.7970 -0.5898 -1.0317 -0.004
H 2.0442 2.5293 -4.0949 0.084
H 2.5556 1.1179 -5.0521 0.091
H 3.5942 1.7726 -3.7803 0.065
H 0.3162 1.5312 -4.8301 0.139
H -1.6051 1.8803 -5.9395 0.103
H -3.0803 1.2338 -5.3134 0.089
H 4.5914 0.5308 -2.5765 0.097
H 5.6452 -0.6283 -0.6908 0.103
H 4.1823 -1.7957 0.9992 0.099
H 1.7380 -1.7208 0.6863 0.098
O 0.1258 -2.9433 -0.3891 -0.043
C 0.3753 -3.1644 -1.5768 -0.479
N -0.0050 -2.3056 -2.5508 0.000
C 0.5602 -2.6663 -3.7576 -0.417
O 0.5017 -2.0437 -4.7933 0.082
C 1.2970 -3.9623 -3.5210 -0.078
C 2.0382 -4.7648 -4.3594 -0.003
C 2.6569 -5.8856 -3.8073 -0.072
C 2.5353 -6.1836 -2.4558 -0.073
C 1.7847 -5.3696 -1.6111 -0.001
C 1.1720 -4.2690 -2.1686 -0.085
H 2.1412 -4.5299 -5.4108 0.118
H 3.2473 -6.5331 -4.4430 0.102
H 3.0361 -7.0547 -2.0534 0.102
H 1.6813 -5.5853 -0.5555 0.119
```

## Properties
- <S²> = 8.7916
- energy relative to the best compared isomer or geometry (same formula, charge and spin) (eV) = 0.616
- multiplicity = 6
- charge = 0
- orbital gap (alpha / beta) (eV) = 5.14 / 6.22

Computed, not measured: a structure of composition C11H14IrN5O2S2 at a distorted geometry, with ωB97M-V with the def2-TZVPD basis set.

XYZ file:
```
35
Properties=species:S:1:pos:R:3:lowdin_charge:R:1
Ir -1.2207 0.7371 0.8922 1.190
O -4.6458 -1.0013 1.7385 -0.438
S -4.4937 0.4148 1.5030 1.006
N -3.0509 0.8184 1.2400 -0.595
N 0.1379 -0.1264 3.4723 0.288
C -0.3619 0.1818 2.4909 -0.264
H 0.6151 -0.3785 4.3289 0.165
S -0.9597 -1.0678 -0.2523 0.815
C -1.2538 -2.5769 0.6593 -0.553
N -2.4186 -2.8218 1.3037 0.102
C -2.6900 -4.0050 1.8689 0.041
C -1.7672 -5.0365 1.8026 0.050
C -0.5728 -4.8207 1.1391 0.053
C -0.3066 -3.5702 0.5673 -0.022
H -3.1477 -2.1057 1.3673 0.096
H -3.6544 -4.0935 2.3524 0.168
H -2.0010 -5.9866 2.2633 0.150
H 0.1638 -5.6108 1.0611 0.151
H 0.6195 -3.3901 0.0372 0.135
N 0.1578 1.8780 -0.0219 -0.032
C 0.8584 2.6781 -0.5272 -0.165
N 1.5532 3.5484 -1.1238 -0.018
C 2.8658 3.2235 -1.7733 -0.038
C 3.9512 4.0309 -1.0731 -0.165
O 3.6323 5.3993 -1.0657 -0.086
C 2.4498 5.6861 -0.3628 -0.163
C 1.2555 5.0165 -1.0287 -0.035
H 2.7640 3.5139 -2.8186 0.151
H 3.0339 2.1505 -1.7052 0.139
H 4.8761 3.9241 -1.6379 0.151
H 4.1181 3.6582 -0.0542 0.139
H 2.3089 6.7652 -0.3986 0.152
H 2.5316 5.3777 0.6877 0.140
H 1.1271 5.3626 -2.0539 0.151
H 0.3288 5.1547 -0.4750 0.140
```

## Properties
- <S²> = 0.7608
- energy relative to the best compared isomer or geometry (same formula, charge and spin) (eV) = 0.000
- multiplicity = 2
- charge = +3
- orbital gap (alpha / beta) (eV) = 4.81 / 4.20

Computed, not measured: a structure of composition C33H79AsF6N9O7 at a distorted geometry, with ωB97M-V with the def2-TZVPD basis set.

XYZ file:
```
135
Properties=species:S:1:pos:R:3:lowdin_charge:R:1
As -0.2692 -0.1443 0.2083 0.953
F -0.4363 1.2627 1.2566 -0.268
F 0.0987 -1.1296 1.6877 -0.298
F 0.0871 -1.6290 -0.8006 -0.296
F -0.7259 0.8448 -1.2124 -0.279
F 1.5404 0.2886 0.1479 -0.321
F -1.9864 -0.5451 0.2418 -0.254
C 5.5608 1.0805 -5.2811 -0.080
C 4.6748 -0.1274 -4.9511 -0.287
N 4.4241 -0.4014 -3.5505 -0.153
C 3.6401 0.6728 -2.9477 -0.241
C 2.2268 0.8876 -3.5193 -0.084
C 5.7279 -0.5453 -2.9153 -0.292
C 5.7629 -1.2604 -1.6058 -0.089
H 5.0838 1.9946 -4.9276 0.069
H 5.6144 1.2708 -6.3530 0.072
H 6.5777 1.0084 -4.8952 0.067
H 3.6749 -0.0789 -5.3822 0.098
H 5.1982 -0.9231 -5.4812 0.106
H 3.3215 0.4284 -1.9344 0.101
H 3.9398 1.7149 -2.8370 0.115
H 1.7032 1.6623 -2.9591 0.081
H 2.3179 1.2820 -4.5313 0.058
H 1.5960 0.0076 -3.6447 0.051
H 6.2979 0.3790 -2.8220 0.108
H 6.4057 -1.0921 -3.5708 0.117
H 5.2256 -0.8553 -0.7483 0.068
H 6.7712 -1.3500 -1.2015 0.075
H 5.4185 -2.2645 -1.8533 0.073
C 4.5166 1.0387 7.6053 -0.079
C 4.3445 1.0054 6.0651 -0.271
N 3.1960 0.3156 5.4776 -0.201
C 3.2323 0.4230 4.0670 -0.278
C 2.8310 1.7525 3.4131 -0.077
C 3.0811 -1.0534 5.9590 -0.240
C 4.2271 -2.0949 5.6271 -0.040
H 4.3840 0.0507 8.0462 0.060
H 3.8254 1.7805 8.0053 0.066
H 5.4954 1.5164 7.6472 0.068
H 4.3052 2.0312 5.6985 0.107
H 5.3399 0.7042 5.7386 0.097
H 4.1649 0.0073 3.6853 0.118
H 2.3366 -0.1490 3.8247 0.112
H 2.5897 1.6054 2.3604 0.056
H 2.0009 2.3064 3.8515 0.078
H 3.6932 2.4162 3.3486 0.055
H 2.0762 -1.4459 5.8034 0.103
H 2.9758 -0.9413 7.0381 0.082
H 3.9995 -2.7252 4.7674 0.044
H 4.1409 -2.5486 6.6144 0.063
H 5.2373 -1.6859 5.6479 0.062
C -2.2706 3.9170 3.0927 -0.004
C -3.6381 4.5646 3.0682 -0.544
O -4.3217 4.3885 2.0422 0.016
N -4.1286 5.4006 3.9763 0.030
C -3.5360 5.5005 5.3451 -0.076
H -2.1825 3.3970 4.0466 0.073
H -1.5321 4.7166 3.1512 0.085
H -2.0099 3.3577 2.1942 0.062
H -5.0296 5.8554 3.9358 0.141
H -4.3033 5.5984 6.1131 0.072
H -2.9071 6.3853 5.4437 0.069
H -2.8877 4.6724 5.6318 0.069
C -1.6733 -2.8536 -7.1491 -0.006
C -2.1403 -2.2647 -5.8818 -0.642
O -3.2464 -2.4280 -5.4900 0.063
N -1.2336 -1.7534 -5.0763 0.020
C -1.4577 -1.3822 -3.6754 -0.037
H -2.3199 -2.6140 -7.9932 0.081
H -1.5047 -3.9231 -7.2752 0.091
H -0.7116 -2.3651 -7.3057 0.064
H -0.2861 -1.7624 -5.4259 0.110
H -2.1577 -2.0633 -3.1915 0.086
H -1.8670 -0.3746 -3.7492 0.083
H -0.5220 -1.3812 -3.1163 0.044
C 3.0383 -2.9792 -7.0219 -0.011
C 2.2126 -3.3043 -5.8011 -0.558
O 1.3540 -4.1539 -5.8147 0.042
N 2.5373 -2.6378 -4.6334 0.027
C 1.9943 -2.8997 -3.2879 -0.061
H 4.1125 -2.8571 -6.8836 0.067
H 2.6906 -2.0022 -7.3577 0.078
H 2.9342 -3.6961 -7.8364 0.080
H 3.3796 -2.0841 -4.5693 0.074
H 2.8497 -3.1731 -2.6701 0.070
H 1.2850 -3.6825 -3.0193 0.095
H 1.6517 -1.9417 -2.8969 0.039
C -4.4916 2.4145 -3.8866 -0.020
C -4.1254 2.7817 -2.4787 -0.537
O -5.0272 2.8876 -1.6211 0.022
N -2.8183 3.0093 -2.1382 0.007
C -2.2550 3.3692 -0.8121 -0.054
H -3.6646 1.9605 -4.4325 0.069
H -4.9537 3.3103 -4.3015 0.082
H -5.2913 1.6834 -4.0049 0.077
H -2.2268 3.2989 -2.9039 0.115
H -3.1044 3.8035 -0.2848 0.072
H -1.3789 4.0069 -0.9301 0.083
H -1.8762 2.4999 -0.2745 0.034
C -6.8421 0.7897 4.4279 -0.021
C -5.8831 1.1449 3.3889 -0.622
O -6.1730 2.0496 2.6064 0.052
N -4.7827 0.4490 3.3805 0.025
C -3.7448 0.6788 2.3975 -0.049
H -6.7916 1.3796 5.3431 0.081
H -6.6635 -0.2676 4.6234 0.074
H -7.8421 0.9145 4.0124 0.088
H -4.4606 -0.0359 4.2058 0.136
H -3.3094 1.6643 2.2324 0.064
H -4.1834 0.4399 1.4286 0.067
H -2.9141 -0.0162 2.5196 0.077
C -8.0504 -0.8839 0.1514 -0.014
C -6.7444 -0.1900 -0.1667 -0.587
O -6.5553 1.0087 0.1314 0.032
N -5.8448 -0.9788 -0.6508 0.020
C -4.5792 -0.5547 -1.2976 -0.028
H -7.8341 -1.4332 1.0677 0.077
H -8.4123 -1.4876 -0.6809 0.075
H -8.8185 -0.1925 0.4980 0.079
H -6.0976 -1.9289 -0.4195 0.132
H -4.7887 -0.1160 -2.2732 0.076
H -3.8383 -1.3532 -1.3365 0.074
H -4.1169 0.2770 -0.7660 0.058
C 0.8203 -3.8348 3.5651 0.003
C 2.2124 -3.8025 2.9607 -0.551
O 3.1439 -4.5414 3.3377 -0.023
N 2.3322 -2.9868 1.8830 0.026
C 3.5976 -2.8289 1.0990 -0.039
H 0.1429 -3.5142 2.7736 0.070
H 0.7761 -3.2486 4.4830 0.072
H 0.6084 -4.8736 3.8183 0.081
H 1.5801 -2.3203 1.7820 0.072
H 4.1181 -3.7809 0.9953 0.081
H 4.1674 -2.0680 1.6322 0.074
H 3.3455 -2.5073 0.0885 0.061
```

## Properties
- energy relative to the best compared isomer or geometry (same formula, charge and spin) (eV) = 3.804
- charge = -1
- orbital gap (eV) = 8.32

Computed, not measured: an isolated molecule of C5H7NO, with ωB97M-V with the def2-TZVPD basis set.

XYZ file:
```
14
Properties=species:S:1:pos:R:3:lowdin_charge:R:1
C 2.3588 -0.1400 0.1007 -0.019
C 0.9819 0.4705 -0.0886 -0.477
C -0.0972 -0.4153 -0.2755 -0.052
C -1.3957 0.0801 -0.1018 -0.431
N -2.4407 -0.7827 0.0380 0.123
C -1.5190 1.4634 -0.3067 0.261
O 0.7918 1.7065 -0.0325 0.001
H 3.0820 0.3179 -0.5785 0.083
H 2.3340 -1.2198 -0.0775 0.072
H 2.7089 0.0289 1.1244 0.087
H 0.0448 -1.4391 -0.5886 0.103
H -2.2401 -1.7527 0.2293 0.107
H -3.3984 -0.4816 0.1012 0.105
H -1.2111 2.1639 0.4560 0.037
```

## Properties
- energy relative to the best compared isomer or geometry (same formula, charge and spin) (eV) = 4.025
- charge = 0
- orbital gap (alpha / beta) (eV) = 7.84 / 7.84

Computed, not measured: a cluster of 2 separate species, C16H17N in total at a distorted geometry, with ωB97M-V with the def2-TZVPD basis set.

XYZ file:
```
34
Properties=species:S:1:pos:R:3:lowdin_charge:R:1
C 1.3037 -1.6841 -2.7342 -0.052
C 0.1066 1.8840 -2.1408 -0.072
C 0.1765 0.5752 -2.5833 -0.050
C 1.1347 2.3811 -1.3423 -0.089
C 1.2362 -0.2644 -2.2731 -0.284
C 2.2004 1.5651 -1.0364 -0.109
C 2.2664 0.2546 -1.4848 -0.085
H -0.7245 2.5234 -2.4001 0.103
H -0.6982 0.2101 -3.1138 0.113
H 1.1388 3.4143 -1.0292 0.101
H 3.0338 1.9090 -0.4426 0.104
H 1.4464 -2.3489 -1.8838 0.063
H 2.0824 -1.9317 -3.4512 0.081
H 3.0849 -0.4062 -1.2178 0.117
H 0.3795 -1.9933 -3.2133 0.077
C -0.8997 1.9828 3.1459 -0.041
C -0.2849 -1.1288 1.1671 -0.219
C -1.1898 -0.2327 1.7462 -0.135
C -0.4198 0.8173 2.3221 -0.229
C 0.8805 0.5795 2.0129 -0.068
C -0.6446 -2.2734 0.4555 -0.028
C -1.9862 -2.5351 0.3510 -0.093
C -2.9169 -1.6400 0.9244 -0.109
C -2.5678 -0.4571 1.5211 -0.022
N 0.9922 -0.6212 1.3268 0.080
H 0.1523 -2.9019 0.0762 0.104
H -2.3730 -3.4144 -0.1304 0.093
H 1.6123 -0.6902 0.5260 0.109
H -3.9616 -1.8595 0.7664 0.093
H 1.7452 1.2114 2.1441 0.122
H -3.3431 0.1210 2.0004 0.104
H -0.8426 2.8928 2.5349 0.076
H -0.1972 2.1616 3.9518 0.071
H -1.9231 1.8996 3.5044 0.071
```

## Properties
- energy relative to the best compared isomer or geometry (same formula, charge and spin) (eV) = 0.356
- charge = 0
- orbital gap (eV) = 8.62
- SMILES = Cc1c[nH]c2ccccc12.Cc1ccccc1

Computed, not measured: a structure of composition C7H17OP at a distorted geometry, with ωB97M-V with the def2-TZVPD basis set.

XYZ file:
```
26
Properties=species:S:1:pos:R:3:lowdin_charge:R:1
C 3.6243 -1.0136 -0.6192 -0.126
C -2.6180 -1.4368 0.6410 -0.183
C -2.6480 1.7220 -0.0357 -0.209
C 2.3811 -0.8135 0.2127 -0.269
C -1.1663 -1.0589 0.3548 -0.526
C -1.1550 1.7128 -0.0211 -0.517
C 1.5135 0.4035 -0.3283 -0.373
O 1.9997 1.6636 -0.0544 -0.104
P -0.3589 0.4274 1.0465 0.962
H 3.9839 -0.0217 -0.7888 0.047
H 4.3365 -1.5986 -0.0015 0.082
H 3.4689 -1.3752 -1.7028 0.107
H -2.6934 -1.9846 1.4952 0.012
H -3.3340 -0.5838 0.5359 0.049
H -2.8705 -2.3619 -0.0446 0.111
H -3.0617 0.7101 -0.3497 0.042
H -3.2045 2.0636 0.9366 0.109
H -3.0140 2.4154 -0.8272 0.072
H 2.6874 -0.4929 1.1746 0.084
H 1.7235 -1.7048 0.1599 0.095
H -1.2186 -0.8634 -0.8075 0.101
H -0.4808 -1.9509 0.4570 0.068
H -0.8042 2.6819 0.3390 0.065
H -0.8242 1.5192 -1.0620 0.072
H 1.0471 0.3229 -1.3550 0.118
H 2.6861 1.6183 0.6446 0.110
```

## Properties
- energy relative to the best compared isomer or geometry (same formula, charge and spin) (eV) = 2.097
- charge = 0
- orbital gap (eV) = 8.62

Computed, not measured: a structure of composition C5H6O at a distorted geometry, with ωB97M-V with the def2-TZVPD basis set.

XYZ file:
```
12
Properties=species:S:1:pos:R:3:lowdin_charge:R:1
C -0.5992 0.8183 -0.9060 -0.054
C 0.0040 0.6598 0.4423 -0.191
C -0.9817 -0.3819 -0.0491 -0.239
C -0.1218 -1.5982 -0.2821 0.060
O 1.1067 -1.0826 -0.6227 -0.136
C 1.1931 -0.3042 0.5836 -0.165
H -0.0151 0.6383 -1.8035 0.110
H -1.3823 1.5658 -1.0126 0.111
H -0.2231 1.3633 1.2369 0.140
H -1.9813 -0.5030 0.3488 0.124
H 0.8630 -1.0515 1.3280 0.110
H 2.2104 -0.0138 0.8231 0.129
```

## Properties
- energy relative to the best compared isomer or geometry (same formula, charge and spin) (eV) = 4.708
- charge = 0
- orbital gap (eV) = 8.73

Computed, not measured: an isolated molecule of C13H12BrClO4 at a distorted geometry, with ωB97M-V with the def2-TZVPD basis set.

XYZ file:
```
31
Properties=species:S:1:pos:R:3:lowdin_charge:R:1
O -1.8642 -2.7561 -0.3194 0.071
O 0.7233 0.1843 -3.2709 0.062
Cl 5.3821 2.7530 -1.9736 0.673
Br 2.1129 2.8834 2.4830 0.749
O -2.1892 -2.7687 1.9527 -0.024
O 0.1910 1.4600 0.5613 -0.060
C -2.3072 -2.2318 0.7163 -0.462
C 0.5213 0.5842 -2.0993 -0.285
C 3.6528 2.5714 0.0426 -0.154
C 2.8457 1.6401 -2.0455 -0.008
C 3.8612 2.2492 -1.3003 -0.649
C 2.4488 2.3320 0.6580 -0.559
C 1.4289 1.6723 -0.0535 -0.220
C 1.6322 1.3099 -1.4107 -0.066
C -1.5184 -4.0406 1.9556 -0.042
C -2.8972 -0.8447 0.6315 -0.087
C -0.8683 0.4670 -1.4666 -0.024
C -1.9143 0.3198 0.9214 -0.104
C -0.6264 0.3404 0.0594 -0.269
H 4.4488 3.1109 0.6016 0.117
H 3.0511 1.4258 -3.0843 0.120
H -0.5157 -3.9621 1.4905 0.108
H -2.0743 -4.7886 1.4555 0.080
H -1.4251 -4.3344 2.9918 0.090
H -3.6965 -0.7790 1.3440 0.114
H -3.3459 -0.7251 -0.3561 0.123
H -1.4350 1.4243 -1.6499 0.156
H -1.4634 -0.3904 -1.8854 0.142
H -1.6188 0.2472 1.9817 0.132
H -2.4540 1.2377 0.7694 0.115
H -0.0862 -0.5911 0.2994 0.162
```

## Properties
- charge = 0
- orbital gap (eV) = 8.71
- SMILES = COC(=O)CC[C@H]1CC(=O)c2cc(Cl)cc(Br)c2O1

| no. | DFT total energy (Eh) |
| --- | --- |
| 1 | -3979.206996 |
| 2 | -1751.361780 |
| 3 | -5159.371009 |
| 4 | -324.576540 |
| 5 | -674.643553 |
| 6 | -693.394306 |
| 7 | -269.173240 |
| 8 | -3837.748283 |